(1)
Here is C41H43FINNiOP2Si as an isolated structure from the OMol25 dataset. Energies are from ωB97M-V/def2-TZVPD.

Structure (XYZ):
```
92
Properties=species:S:1:pos:R:3:forces:R:3
I 2.966 -0.092 -3.344 0.181 -0.013 -0.142
Ni 0.778 -0.506 -1.191 -0.204 0.074 0.555
P 0.144 1.893 -0.357 0.140 -0.181 -0.083
P -1.656 -0.620 1.643 0.092 0.063 -0.052
Si 3.212 -0.875 1.076 0.042 -0.223 -0.098
F 0.574 -6.281 -2.993 0.001 -0.002 0.003
O 1.865 -0.896 0.214 -0.221 0.222 0.241
N 0.057 0.053 -2.895 0.237 0.128 -0.449
C -2.656 1.749 0.305 0.085 0.037 0.065
C -0.637 1.002 -5.422 -0.006 -0.006 -0.006
C -4.435 -0.325 5.343 -0.003 -0.005 0.002
C 0.615 -4.987 -2.586 0.024 -0.008 0.014
C -0.484 -4.188 -2.788 -0.034 0.042 0.006
C -0.640 -3.138 1.192 0.030 -0.036 -0.040
C 2.423 2.950 -1.473 0.000 -0.006 0.009
C 0.684 0.765 -5.096 0.057 0.010 -0.047
C 3.347 0.587 2.260 0.052 0.027 -0.004
C 0.466 2.858 1.176 0.059 0.083 0.044
C -0.424 -2.860 -2.368 -0.023 0.004 0.085
C 4.757 -0.818 -0.016 0.003 -0.031 0.043
C 3.191 3.674 -2.367 0.010 -0.004 -0.010
C -3.758 0.784 4.854 0.000 0.001 0.001
C 0.992 0.290 -3.831 -0.212 0.022 0.098
C 0.967 4.952 2.279 -0.007 -0.016 -0.002
C 0.383 3.030 3.586 -0.014 -0.012 0.021
C 3.311 -2.455 2.098 0.023 0.012 0.035
C 1.758 -4.513 -1.973 -0.012 -0.062 0.018
C -1.780 -2.349 1.079 -0.102 -0.021 0.042
C -2.703 0.212 0.350 -0.082 0.083 -0.015
C -3.467 -1.669 3.594 -0.026 0.029 -0.028
C -2.797 -0.559 3.080 -0.019 -0.057 0.051
C -1.820 -5.017 0.269 -0.062 0.008 -0.016
C -2.962 -4.233 0.137 0.031 -0.068 -0.022
C 2.583 4.347 -3.420 -0.008 -0.003 -0.006
C 1.784 -3.192 -1.549 -0.041 0.158 0.016
C -1.611 2.404 -0.616 -0.086 -0.070 0.107
C 1.032 2.906 -1.594 0.010 0.086 0.062
C 0.827 4.207 1.119 -0.053 -0.066 -0.001
C 0.432 3.590 -2.646 -0.037 -0.028 -0.032
C 0.740 4.366 3.517 0.001 0.022 0.010
C 0.701 -2.326 -1.738 0.113 -0.117 -0.236
C -2.937 0.663 3.744 0.022 0.023 0.004
C -1.612 0.739 -4.473 0.011 -0.008 0.006
C 1.205 4.298 -3.560 -0.005 0.004 -0.009
C -0.663 -4.470 0.796 0.054 0.042 0.026
C -2.943 -2.910 0.542 0.069 0.046 0.013
C -4.278 -1.551 4.715 -0.005 0.003 0.000
C 0.252 2.280 2.425 0.031 -0.055 -0.058
C -1.220 0.265 -3.238 -0.066 -0.069 0.013
H 0.723 4.821 -4.377 0.005 -0.004 0.005
H -1.649 3.485 -0.459 -0.001 0.021 -0.077
H -1.833 -6.049 -0.058 0.008 -0.002 0.005
H -0.644 3.583 -2.769 0.008 -0.001 0.015
H 3.613 0.253 3.267 0.021 -0.005 -0.018
H -3.842 -2.311 0.448 -0.007 -0.018 0.006
H 2.399 1.116 2.333 -0.010 0.008 0.026
H -1.866 2.227 -1.660 -0.044 -0.113 -0.037
H 1.004 4.682 0.163 0.006 0.022 -0.025
H -0.902 1.373 -6.403 0.010 -0.003 0.006
H 0.281 -2.691 1.550 -0.006 0.006 -0.002
H 2.602 -5.175 -1.827 -0.004 0.017 -0.003
H 4.316 -2.617 2.500 -0.018 0.022 0.006
H 0.218 2.557 4.547 -0.003 -0.003 -0.005
H -1.370 -4.597 -3.258 0.000 0.011 0.008
H 5.645 -0.609 0.588 -0.003 -0.029 0.000
H 0.850 4.949 4.423 0.003 -0.004 -0.006
H 4.267 3.699 -2.253 -0.009 0.001 0.000
H -2.380 1.530 3.405 -0.017 -0.014 -0.007
H -4.787 -2.426 5.099 0.002 0.005 0.003
H -3.865 -4.659 -0.285 -0.001 0.008 0.013
H -1.957 0.026 -2.489 -0.021 -0.002 0.101
H 2.669 -2.818 -1.053 0.031 -0.023 -0.026
H 2.622 -2.423 2.947 -0.015 0.012 -0.024
H 3.048 -3.326 1.492 0.016 0.013 -0.023
H 4.681 -0.028 -0.769 0.003 0.015 0.037
H -3.632 2.110 -0.028 0.000 0.024 0.012
H -1.312 -2.257 -2.524 0.003 0.017 -0.018
H -3.741 -0.106 0.469 -0.002 -0.022 -0.014
H -5.069 -0.235 6.215 0.004 -0.003 -0.004
H 2.905 2.408 -0.665 0.002 -0.004 0.012
H 4.107 1.310 1.947 -0.024 -0.007 -0.027
H 0.236 -5.068 0.874 -0.002 -0.002 -0.001
H -3.856 1.743 5.347 -0.002 -0.003 -0.001
H -2.662 0.887 -4.681 0.002 -0.004 0.011
H 4.928 -1.766 -0.535 -0.026 0.026 -0.037
H 1.254 5.994 2.215 -0.001 -0.004 -0.005
H -2.532 2.152 1.313 0.024 -0.022 0.007
H -3.355 -2.634 3.118 0.005 -0.005 0.005
H 1.481 0.939 -5.804 -0.010 0.004 0.008
H 3.183 4.906 -4.127 -0.003 -0.001 0.002
H -2.344 -0.223 -0.582 0.008 0.009 -0.159
H 0.002 1.229 2.487 0.016 -0.006 0.000
```
Positions in Å, forces in eV/Å.

HOMO (spin up / spin down), eV: -7.828 / -7.820
Orbital gap (spin up / spin down), eV: 7.623 / 7.619

These are the Löwdin partial charges, in e, on atoms 1 to 5:
1 I 1.14
2 Ni 0.22
3 P 1.09
4 P 1.08
5 Si 0.23

***

(2)
Here is C41H44AuNO3SSb2 as an isolated structure at a distorted geometry from the OMol25 dataset. Energies are from ωB97M-V/def2-TZVPD.

Structure (XYZ):
```
93
Properties=species:S:1:pos:R:3:forces:R:3
Au -0.170 -0.311 0.313 -1.051 0.196 -1.184
Sb -0.466 -2.767 -0.530 0.285 0.315 -0.080
Sb -0.591 0.692 -2.334 1.599 0.355 0.457
S -0.857 2.712 1.458 -0.028 -0.204 0.156
O 0.177 1.975 0.570 0.039 0.056 0.022
O 0.181 -3.175 1.831 0.006 -0.049 -0.078
O 0.405 1.083 3.412 0.014 0.089 0.046
N 0.188 -0.918 2.271 0.388 -0.070 0.530
C 0.197 4.685 -1.384 0.098 -0.061 -0.029
C 1.057 -0.780 5.848 -0.023 -0.056 -0.017
C 0.626 -2.337 4.057 0.033 -0.201 -0.002
C -3.861 1.525 -5.907 0.014 0.022 0.007
C -3.632 -6.239 0.669 -0.006 0.003 -0.007
C 0.671 -0.849 -3.198 -0.250 -0.014 -0.006
C 1.424 -3.617 -0.783 0.114 -0.021 0.002
C 4.354 4.154 -1.202 0.151 0.050 0.050
C 3.803 -3.634 -0.440 -0.009 -0.040 -0.023
C 1.523 -4.773 -1.551 -0.018 -0.015 -0.038
C -1.114 -2.579 -2.551 -0.094 -0.333 -0.091
C -3.150 -4.128 -0.367 -0.002 -0.017 -0.013
C -2.945 2.483 -5.499 0.010 -0.057 -0.039
C -2.994 -0.005 -4.266 -0.057 0.058 -0.142
C -1.606 3.930 0.363 0.030 -0.033 -0.149
C 3.743 4.848 -0.148 0.012 -0.077 -0.064
C -0.844 4.098 3.803 0.002 -0.021 -0.027
C -0.777 5.051 -0.267 -0.064 0.059 0.069
C 1.151 -3.182 6.197 -0.002 -0.026 0.018
C 3.629 3.418 -2.141 -0.123 -0.030 0.018
C 0.041 3.769 2.602 0.000 0.069 -0.034
C 2.564 -3.048 -0.226 0.029 0.017 0.018
C -1.831 -4.226 0.072 -0.209 0.093 0.150
C 1.559 4.058 -0.963 -0.101 0.178 -0.086
C -2.316 -6.335 1.100 -0.020 0.010 -0.009
C 3.902 -4.787 -1.209 -0.004 0.020 0.003
C -2.062 0.949 -3.854 -0.695 -0.767 0.305
C 0.828 -3.435 4.865 -0.008 0.050 0.025
C 0.445 -0.125 3.397 -0.175 -0.369 -0.195
C -0.059 -2.146 -3.551 -0.122 0.005 -0.194
C 2.384 4.823 -0.046 -0.052 -0.028 0.011
C -0.186 5.157 4.680 0.028 0.010 0.047
C -4.051 -5.136 -0.062 -0.005 -0.028 0.017
C -1.410 -5.324 0.816 -0.003 -0.072 -0.043
C 0.733 -1.043 4.535 0.061 0.142 0.107
C 1.267 -1.880 6.677 0.010 0.003 0.038
C 2.265 3.388 -2.039 0.090 0.094 0.015
C -2.058 2.198 -4.470 0.164 0.082 0.157
C 0.303 -2.242 2.613 0.078 0.523 0.230
C -3.886 0.283 -5.289 0.004 -0.041 0.014
C 2.765 -5.357 -1.762 0.015 -0.006 0.010
H -3.487 -3.276 -0.947 0.017 0.005 0.003
H 1.902 5.373 0.753 -0.010 0.009 -0.031
H -2.923 3.453 -5.980 0.015 -0.006 0.020
H -0.290 5.653 0.502 -0.006 0.007 -0.014
H -1.554 -3.543 -2.819 0.054 0.003 -0.086
H -2.070 3.309 -0.408 -0.032 0.038 -0.011
H -4.559 1.748 -6.703 0.009 0.003 0.008
H 4.690 -3.200 0.001 -0.009 0.008 -0.010
H -3.035 -0.979 -3.800 -0.046 0.018 -0.043
H -0.101 6.112 4.157 0.009 -0.019 -0.005
H 4.140 2.900 -2.940 0.005 0.004 0.005
H 1.668 2.832 -2.752 -0.023 -0.010 -0.011
H 1.166 -0.467 -4.092 -0.045 0.165 0.041
H -0.389 -5.401 1.164 -0.024 0.018 -0.014
H -1.994 -7.200 1.666 0.005 0.004 -0.008
H -0.271 3.975 -2.067 -0.059 -0.019 0.000
H 1.526 -1.725 7.716 -0.009 -0.001 -0.012
H 0.363 4.675 2.094 0.012 -0.012 -0.005
H 0.815 4.846 4.985 -0.022 -0.008 -0.005
H -4.334 -7.029 0.902 0.005 0.011 -0.003
H -1.014 3.180 4.366 -0.009 -0.011 -0.001
H 1.445 -1.020 -2.444 -0.035 -0.007 -0.003
H 0.739 -4.444 4.486 0.006 0.009 -0.006
H -0.573 -2.031 -4.510 0.129 0.110 -0.026
H -1.928 -1.855 -2.493 -0.054 -0.028 -0.016
H 0.640 -5.237 -1.981 -0.005 0.022 0.002
H -5.077 -5.063 -0.397 0.006 0.006 0.005
H 0.904 3.176 2.894 0.022 0.022 0.026
H 2.495 -2.157 0.390 -0.034 -0.003 0.002
H 4.347 5.407 0.553 -0.004 0.007 -0.004
H 2.841 -6.260 -2.354 -0.005 0.007 0.008
H 0.415 5.586 -1.959 0.014 -0.022 0.001
H -4.606 -0.462 -5.602 0.017 0.004 0.005
H -1.509 5.728 -0.713 -0.002 0.008 0.001
H 1.208 3.153 -0.347 0.042 -0.154 0.121
H -1.823 4.454 3.467 0.007 0.012 0.010
H -1.352 2.962 -4.158 -0.001 0.011 0.021
H 5.434 4.198 -1.295 -0.022 -0.015 0.011
H -0.768 5.327 5.584 -0.012 -0.001 -0.022
H 0.688 -2.930 -3.703 -0.086 -0.084 0.071
H 1.147 0.232 6.219 -0.011 -0.002 -0.011
H 4.868 -5.245 -1.373 -0.010 0.003 0.008
H 1.317 -4.010 6.873 0.005 0.010 -0.008
H -2.422 4.353 0.956 0.041 0.014 0.010
```
Positions in Å, forces in eV/Å.

Total charge: +2
HOMO, eV: -12.552
Orbital gap, eV: 5.512

These are the Löwdin partial charges, in e, on atoms 1 to 5:
1 Au 0.66
2 Sb 1.55
3 Sb 1.35
4 S 1.00
5 O -0.72